A structure of composition C14H29As2F12MnN3O2. Source: OMol25; level of theory: ωB97M-V/def2-TZVPD.

Structure (XYZ):
```
63
Properties=species:S:1:pos:R:3:lowdin_charge:R:1
Mn 8.522 -11.391 10.332 1.416
As 8.536 -6.168 10.617 0.953
F 8.362 -7.976 10.740 -0.344
F 9.949 -6.283 11.780 -0.316
F 8.755 -4.379 10.582 -0.287
F 7.096 -6.114 9.565 -0.301
F 7.331 -5.987 12.027 -0.328
F 9.623 -6.444 9.213 -0.306
As 6.350 -15.051 13.112 0.877
F 4.787 -15.350 12.271 -0.300
F 5.905 -16.172 14.428 -0.282
F 7.957 -14.711 13.948 -0.329
F 6.841 -13.944 11.772 -0.354
F 5.638 -13.647 13.916 -0.285
F 7.036 -16.392 12.193 -0.286
C 13.381 -8.327 14.865 -0.082
C 13.396 -9.745 15.552 -0.251
C 12.095 -10.536 15.728 -0.178
C 11.192 -10.626 14.549 -0.200
N 10.522 -10.741 13.597 0.116
H 14.362 -7.855 14.803 0.069
H 12.783 -7.741 15.563 0.070
H 12.892 -8.393 13.893 0.065
H 13.809 -9.661 16.557 0.104
H 14.048 -10.367 14.939 0.098
H 11.550 -10.173 16.600 0.122
H 12.424 -11.573 15.794 0.117
C 13.860 -15.569 7.440 -0.085
C 13.830 -16.373 8.777 -0.240
C 12.435 -16.489 9.401 -0.193
C 11.711 -15.197 9.546 -0.208
N 11.150 -14.183 9.705 0.116
H 14.832 -15.465 6.959 0.070
H 13.404 -14.582 7.520 0.061
H 13.237 -16.166 6.775 0.072
H 14.417 -15.912 9.571 0.106
H 14.048 -17.440 8.718 0.109
H 12.407 -16.875 10.420 0.125
H 11.847 -17.135 8.749 0.121
C 5.551 -9.744 11.004 -0.055
O 6.158 -10.624 10.067 -0.265
C 5.584 -10.466 8.754 -0.179
C 6.218 -11.418 7.754 -0.165
N 7.686 -11.350 7.820 -0.102
C 8.177 -10.099 7.281 -0.175
C 9.701 -10.143 7.487 -0.145
O 9.998 -10.206 8.917 -0.277
C 11.374 -10.026 9.228 -0.072
H 5.478 -8.751 10.561 0.100
H 6.203 -9.763 11.877 0.101
H 4.564 -10.099 11.301 0.106
H 5.788 -9.436 8.462 0.123
H 4.519 -10.696 8.790 0.144
H 5.941 -11.316 6.704 0.137
H 5.933 -12.397 8.138 0.133
H 7.932 -12.098 7.187 0.126
H 7.721 -9.274 7.829 0.127
H 7.908 -9.968 6.233 0.139
H 10.098 -9.312 6.905 0.141
H 10.101 -11.055 7.043 0.128
H 11.623 -10.433 10.208 0.089
H 11.588 -8.958 9.181 0.109
H 12.116 -10.591 8.664 0.098
```

Output
Relative energy (zero: lowest compared OMol25 entry of this formula, charge and spin) = 173.3 kcal per mole
HOMO energy (spin up / spin down) = -11.71 / -11.71 eV
E_LUMO (spin up / spin down) = -3.2063 / -3.3115 eV
2S+1 = 6
Max |F| = 0.0531 hartree/bohr
Molecular weight = 704.163 g mol⁻¹
Orbital gap (spin up / spin down) = 8.50 / 8.40 eV
Electronic energy = -7686.59363 Eh

---

A cluster of 2 separate species, C14H29BFNO4 in total. Source: OMol25; level of theory: ωB97M-V/def2-TZVPD.

Structure (XYZ):
```
50
Properties=species:S:1:pos:R:3:lowdin_charge:R:1
C 0.473 2.933 0.776 -0.004
C -0.271 1.615 0.912 -0.316
F -1.596 1.900 1.253 0.002
C -0.244 0.629 -0.263 -0.247
B -1.074 -0.648 0.255 -0.635
O -2.385 -0.784 -0.111 0.188
O -0.530 -1.637 1.028 0.186
C -0.953 1.124 -1.540 -0.052
C -0.187 2.069 -2.486 -0.447
C -0.607 3.552 -2.278 -0.024
C -0.552 1.723 -3.930 -0.036
N 1.276 2.016 -2.249 -0.143
O 1.960 2.669 -3.105 -0.013
C 1.896 0.748 -1.798 -0.470
C 3.355 1.059 -1.444 -0.034
C 1.900 -0.298 -2.916 -0.014
C 1.212 0.177 -0.533 -0.053
H -0.200 3.679 0.363 0.073
H 1.374 2.841 0.177 0.073
H 0.763 3.290 1.765 0.085
H 0.156 1.083 1.770 0.146
H -2.821 -1.417 0.466 0.119
H 0.220 -1.338 1.544 0.107
H -1.892 1.579 -1.232 0.127
H -1.239 0.237 -2.107 0.119
H 0.129 4.085 -1.684 0.067
H -0.654 4.054 -3.242 0.076
H -1.582 3.624 -1.802 0.085
H -0.500 0.659 -4.149 0.069
H 0.056 2.280 -4.639 0.085
H -1.590 2.028 -4.081 0.094
H 3.821 0.164 -1.032 0.092
H 3.379 1.834 -0.679 0.083
H 3.923 1.370 -2.316 0.079
H 2.415 -1.180 -2.533 0.091
H 2.472 0.060 -3.771 0.091
H 0.905 -0.616 -3.217 0.076
H 1.207 -0.904 -0.661 0.122
H 1.831 0.404 0.336 0.125
C -0.790 -3.972 3.407 -0.130
C -1.650 -4.862 4.336 -0.753
C -1.950 -4.047 5.619 -0.133
O -1.039 -6.026 4.622 -0.346
H 0.169 -3.750 3.888 0.057
H -0.590 -4.486 2.464 0.055
H -1.286 -3.018 3.170 0.038
H -2.644 -4.952 3.810 0.094
H -1.016 -3.830 6.146 0.053
H -2.593 -4.627 6.284 0.048
H -2.457 -3.090 5.406 0.044
```

Output
HOMO energy (spin up / spin down) = -2.33 / -2.33 eV
E_LUMO (spin up / spin down) = 2.1770 / 1.9579 eV
2S+1 = 2
Charge = -1
Max |F| = 0.0231 hartree/bohr
Molecular weight = 305.199 g mol⁻¹
Orbital gap (spin up / spin down) = 4.50 / 4.29 eV
Electronic energy = -1031.30547 Eh

---

A structure of composition C14H29BN2O4P2SZn. Source: OMol25; level of theory: ωB97M-V/def2-TZVPD.

Structure (XYZ):
```
54
Properties=species:S:1:pos:R:3:lowdin_charge:R:1
Zn -0.415 0.207 -0.600 0.277
H -2.137 2.376 -1.836 0.029
H -1.098 -0.208 -2.679 0.008
P 1.264 1.461 -1.705 0.787
P -2.529 -0.295 0.250 0.779
C -2.890 0.500 1.852 -0.232
H -3.776 0.026 2.301 0.067
H -2.034 0.394 2.544 0.019
H -3.090 1.567 1.694 0.057
C -4.059 -0.145 -0.724 -0.253
H -4.176 -1.010 -1.390 0.055
H -4.921 -0.111 -0.043 0.064
H -4.044 0.774 -1.323 0.010
C -2.522 -2.036 0.784 -0.235
H -1.742 -2.181 1.541 0.063
H -3.496 -2.286 1.224 0.069
H -2.325 -2.693 -0.070 0.043
C 0.985 3.022 -2.596 -0.252
H 1.939 3.390 -2.997 0.066
H 0.279 2.892 -3.421 0.010
H 0.578 3.775 -1.910 0.061
C 2.485 1.943 -0.440 -0.236
H 2.888 1.061 0.073 0.040
H 3.311 2.500 -0.900 0.066
H 2.000 2.575 0.314 0.062
C 2.299 0.499 -2.846 -0.244
H 1.799 0.367 -3.812 0.045
H 3.245 1.033 -3.004 0.066
H 2.520 -0.486 -2.420 0.048
C 0.001 -1.616 -1.370 -0.239
O 0.455 -2.679 -1.472 0.037
H -0.905 0.001 -4.348 0.143
H -2.302 -0.661 -3.774 0.142
H -3.428 1.413 -3.491 0.046
H -1.596 2.282 -4.085 0.033
B -2.247 1.484 -3.508 -0.122
N -1.596 0.056 -3.591 0.131
H -2.280 3.115 -1.633 0.165
O -0.338 -1.789 5.133 -0.291
S 0.516 -0.724 4.667 0.661
O 1.015 0.248 5.614 -0.282
N -0.128 -0.007 3.328 -0.045
C 0.631 -0.075 2.251 -0.475
O 0.379 0.599 1.181 -0.191
C 1.791 -0.977 2.403 -0.137
C 2.713 -1.449 1.452 -0.014
C 3.726 -2.301 1.887 -0.064
C 3.829 -2.661 3.232 -0.051
C 2.899 -2.194 4.171 -0.013
C 1.872 -1.377 3.719 -0.216
H 2.610 -1.152 0.416 0.087
H 4.450 -2.690 1.169 0.112
H 4.642 -3.317 3.562 0.117
H 2.951 -2.442 5.227 0.128
```

Output
HOMO energy (spin up / spin down) = -8.98 / -11.29 eV
E_LUMO (spin up / spin down) = -5.0862 / -4.6873 eV
2S+1 = 2
Charge = +1
Max |F| = 0.0509 hartree/bohr
Molecular weight = 459.613 g mol⁻¹
Orbital gap (spin up / spin down) = 3.90 / 6.60 eV
Electronic energy = -3846.06947 Eh

---

A structure of composition C14H29F3LaN4O8P3. Source: OMol25; level of theory: ωB97M-V/def2-TZVPD.

Structure (XYZ):
```
62
Properties=species:S:1:pos:R:3:lowdin_charge:R:1
La -0.023 0.408 -0.826 2.093
C -0.203 4.120 -3.975 -0.047
C -0.701 2.879 -3.225 -0.577
O -2.016 2.504 -3.651 -0.052
P 0.214 1.387 -3.772 0.477
O 0.248 1.352 -5.329 -0.030
O 1.728 1.520 -3.359 -0.096
O -0.293 0.150 -3.065 -0.438
P -0.721 3.271 -1.375 0.337
O 0.810 2.940 -0.948 -0.228
O -1.103 4.658 -1.141 -0.200
O -1.419 2.070 -0.719 -0.482
H -0.296 3.968 -5.049 0.095
H 0.836 4.365 -3.739 0.098
H -0.804 4.973 -3.662 0.097
H -2.600 3.272 -3.595 0.127
H -0.566 1.140 -5.819 0.144
H 2.344 1.991 -3.942 0.135
H 1.189 3.765 -0.601 0.122
F 6.241 2.278 2.399 0.168
C 6.291 1.225 1.573 -0.586
F 7.167 1.486 0.596 0.165
F 6.723 0.165 2.265 0.179
C 4.916 0.943 0.995 -0.066
C 4.782 0.499 -0.308 0.046
C 3.512 0.228 -0.774 -0.103
N 2.418 0.387 -0.023 -0.102
C 2.564 0.808 1.239 -0.118
C 3.794 1.096 1.792 0.046
H 5.643 0.363 -0.947 0.140
H 3.363 -0.133 -1.784 0.117
H 1.660 0.903 1.832 0.114
H 3.871 1.438 2.816 0.142
C -2.906 -1.019 -0.877 -0.084
N -2.961 -1.242 0.579 -0.275
C -4.334 -1.639 0.961 -0.072
P -1.629 -1.670 1.416 0.523
O -0.508 -0.657 1.031 -0.531
N -1.072 -3.126 0.994 -0.299
C 0.350 -3.492 0.950 -0.072
C -1.951 -4.301 1.151 -0.056
N -2.072 -1.667 2.956 -0.288
C -2.674 -0.451 3.551 -0.061
C -1.216 -2.364 3.942 -0.050
H -3.309 -1.878 -1.411 0.111
H -1.906 -0.919 -1.272 -0.009
H -3.445 -0.114 -1.150 0.109
H -4.660 -2.491 0.361 0.092
H -5.006 -0.801 0.780 0.102
H -4.383 -1.906 2.011 0.081
H 0.989 -2.617 0.894 0.064
H 0.536 -4.125 0.083 0.096
H 0.629 -4.049 1.848 0.092
H -2.991 -4.008 1.281 0.076
H -1.647 -4.877 2.027 0.093
H -1.882 -4.931 0.265 0.099
H -3.348 0.042 2.858 0.080
H -1.890 0.248 3.849 0.095
H -3.243 -0.738 4.432 0.100
H -0.840 -3.305 3.551 0.067
H -1.819 -2.591 4.819 0.101
H -0.379 -1.730 4.240 0.097
```

Output
Relative energy (zero: lowest compared OMol25 entry of this formula, charge and spin) = 36.6 kcal per mole
HOMO energy = -15.01 eV
E_LUMO = -5.5843 eV
2S+1 = 1
Charge = +2
Max |F| = 0.0539 hartree/bohr
Molecular weight = 670.228 g mol⁻¹
Orbital gap = 9.43 eV
Electronic energy = -2726.96927 Eh

---

What did the third record say?
A structure of composition C14H29BN2O4P2SZn. Source: OMol25; level of theory: ωB97M-V/def2-TZVPD.

Structure (XYZ):
```
54
Properties=species:S:1:pos:R:3:lowdin_charge:R:1
Zn -0.415 0.207 -0.600 0.277
H -2.137 2.376 -1.836 0.029
H -1.098 -0.208 -2.679 0.008
P 1.264 1.461 -1.705 0.787
P -2.529 -0.295 0.250 0.779
C -2.890 0.500 1.852 -0.232
H -3.776 0.026 2.301 0.067
H -2.034 0.394 2.544 0.019
H -3.090 1.567 1.694 0.057
C -4.059 -0.145 -0.724 -0.253
H -4.176 -1.010 -1.390 0.055
H -4.921 -0.111 -0.043 0.064
H -4.044 0.774 -1.323 0.010
C -2.522 -2.036 0.784 -0.235
H -1.742 -2.181 1.541 0.063
H -3.496 -2.286 1.224 0.069
H -2.325 -2.693 -0.070 0.043
C 0.985 3.022 -2.596 -0.252
H 1.939 3.390 -2.997 0.066
H 0.279 2.892 -3.421 0.010
H 0.578 3.775 -1.910 0.061
C 2.485 1.943 -0.440 -0.236
H 2.888 1.061 0.073 0.040
H 3.311 2.500 -0.900 0.066
H 2.000 2.575 0.314 0.062
C 2.299 0.499 -2.846 -0.244
H 1.799 0.367 -3.812 0.045
H 3.245 1.033 -3.004 0.066
H 2.520 -0.486 -2.420 0.048
C 0.001 -1.616 -1.370 -0.239
O 0.455 -2.679 -1.472 0.037
H -0.905 0.001 -4.348 0.143
H -2.302 -0.661 -3.774 0.142
H -3.428 1.413 -3.491 0.046
H -1.596 2.282 -4.085 0.033
B -2.247 1.484 -3.508 -0.122
N -1.596 0.056 -3.591 0.131
H -2.280 3.115 -1.633 0.165
O -0.338 -1.789 5.133 -0.291
S 0.516 -0.724 4.667 0.661
O 1.015 0.248 5.614 -0.282
N -0.128 -0.007 3.328 -0.045
C 0.631 -0.075 2.251 -0.475
O 0.379 0.599 1.181 -0.191
C 1.791 -0.977 2.403 -0.137
C 2.713 -1.449 1.452 -0.014
C 3.726 -2.301 1.887 -0.064
C 3.829 -2.661 3.232 -0.051
C 2.899 -2.194 4.171 -0.013
C 1.872 -1.377 3.719 -0.216
H 2.610 -1.152 0.416 0.087
H 4.450 -2.690 1.169 0.112
H 4.642 -3.317 3.562 0.117
H 2.951 -2.442 5.227 0.128
```

Output
HOMO energy (spin up / spin down) = -8.98 / -11.29 eV
E_LUMO (spin up / spin down) = -5.0862 / -4.6873 eV
2S+1 = 2
Charge = +1
Max |F| = 0.0509 hartree/bohr
Molecular weight = 459.613 g mol⁻¹
Orbital gap (spin up / spin down) = 3.90 / 6.60 eV
Electronic energy = -3846.06947 Eh

---

Question: The highest max |F| belongs to which entry?
Answer: C14H29F3LaN4O8P3